--- P ---
The following is a DFT calculation (the ωB97M-V functional and the def2-TZVPD basis) of one molecule with the formula C4H12N2S.

Geometry (Å):
C: -2.26 0.44 0.82
N: -0.90 0.34 1.37
C: 0.14 -0.10 0.42
C: 1.31 0.91 0.45
S: 2.98 0.20 0.52
C: -0.27 -0.52 -0.98
N: 0.84 -1.10 -1.73
H: -2.62 -0.54 0.51
H: -2.34 1.08 -0.05
H: -2.88 0.90 1.58
H: -0.97 -0.34 2.11
H: 0.62 -1.01 0.83
H: 1.15 1.83 1.01
H: 1.31 1.38 -0.55
H: 3.39 0.60 -0.69
H: -1.15 -1.16 -0.95
H: -0.57 0.40 -1.50
H: 1.60 -1.30 -1.08
H: 0.61 -2.01 -2.10

Output
Gap between HOMO and LUMO = 9.904 eV
Molecular weight = 120.2 g/mol
Net charge = 0
HOMO = -0.328 Eh
SMILES string = CN[C@@H](CN)CS

---

--- Q ---
The following is a DFT calculation (the ωB97M-V functional and the def2-TZVPD basis) of one molecule with the formula C4H12N2S.

Geometry (Å):
C: 0.91 -0.43 -1.01
N: -0.44 -0.17 -0.73
C: -0.96 0.83 0.22
C: -1.46 0.69 1.66
S: -0.14 0.33 2.82
C: 1.13 -1.31 -2.22
N: 1.03 -0.39 -3.35
H: 1.55 0.46 -1.25
H: 1.44 -0.77 -0.10
H: 0.95 0.92 2.33
H: -1.75 1.33 -0.20
H: -0.16 1.68 0.24
H: -1.96 1.52 2.12
H: -2.01 -0.28 1.63
H: 0.31 -1.93 -2.61
H: 2.23 -1.64 -2.15
H: 0.32 0.33 -3.12
H: -1.16 -0.54 -1.25
H: 0.58 -1.12 -4.04

Output
Gap between HOMO and LUMO = 9.433 eV
Molecular weight = 120.2 g/mol
Net charge = 0
HOMO = -0.313 Eh
SMILES string = NCCNCCS

---

Which one is most stable, and which one is least stable? P is the most stable of them, while Q is the least stable.

---

--- P ---
The following is a DFT calculation (the ωB97M-V functional and the def2-TZVPD basis) of an isolated ion of composition C4H7N2O and charge +1.

Geometry (Å):
C: 0.18 1.31 -2.16
C: 0.38 1.32 -0.91
C: 0.48 -0.20 1.34
C: -1.30 -0.84 -0.16
N: -0.07 -0.09 0.15
N: 0.46 -1.27 2.02
O: -1.62 -1.67 0.59
H: 0.46 2.22 -2.60
H: 0.03 0.58 -2.92
H: 0.55 2.22 -0.21
H: 1.25 0.59 1.61
H: -1.65 -0.69 -1.19
H: 1.02 -1.43 2.81
H: -0.16 -2.04 1.64

Output
Gap between HOMO and LUMO = 10.926 eV
Molecular weight = 99.1 g/mol
Net charge = +1
HOMO = -0.556 Eh
SMILES string = C=CN(C=[NH2+])C=O

---

--- Q ---
The following is a DFT calculation (the ωB97M-V functional and the def2-TZVPD basis) of an isolated ion of composition C4H7N2O and charge +1.

Geometry (Å):
C: -1.18 1.09 -0.23
C: -0.28 -1.23 0.27
C: 1.20 -0.97 0.15
C: 1.64 0.37 0.00
N: -1.17 -0.26 -0.42
N: -0.39 1.55 0.71
O: 1.37 -0.08 -1.15
H: -2.03 1.63 -0.88
H: -0.60 -2.21 0.01
H: -0.64 -1.17 1.38
H: 1.94 -1.83 0.16
H: 2.09 1.29 0.33
H: -1.79 -0.71 -1.07
H: -0.18 2.51 0.74

Output
Gap between HOMO and LUMO = 9.180 eV
Molecular weight = 99.1 g/mol
Net charge = +1
HOMO = -0.523 Eh

---

--- R ---
The following is a DFT calculation (the ωB97M-V functional and the def2-TZVPD basis) of an isolated ion of composition C4H7N2O and charge +1.

Geometry (Å):
C: -1.05 -1.16 0.41
C: -1.32 1.07 -0.01
C: 0.09 -1.23 -0.51
C: 0.94 0.20 -0.17
N: -1.73 -0.09 0.46
N: -0.03 1.30 -0.14
O: 1.59 0.05 1.01
H: -1.30 -1.96 1.10
H: -2.05 1.85 -0.18
H: 0.76 -2.07 -0.32
H: -0.19 -1.18 -1.56
H: 1.59 0.37 -1.04
H: 0.33 2.25 -0.14
H: 2.38 0.61 1.10

Output
Gap between HOMO and LUMO = 9.993 eV
Molecular weight = 99.1 g/mol
Net charge = +1
HOMO = -0.572 Eh
SMILES string = O[C@H]1CC=NC=[NH+]1

---

--- S ---
The following is a DFT calculation (the ωB97M-V functional and the def2-TZVPD basis) of an isolated ion of composition C4H7N2O and charge +1.

Geometry (Å):
C: 0.65 -0.21 -0.94
C: -0.87 -2.22 -0.37
C: 0.35 -0.32 0.93
C: -0.50 0.85 1.44
N: -0.19 -0.92 -0.27
N: 1.03 0.30 -2.04
O: -1.47 -2.70 0.54
H: -0.62 -2.49 -1.37
H: 1.11 -0.84 1.36
H: -1.07 1.51 0.74
H: 0.01 1.47 2.03
H: -1.35 0.38 2.17
H: 1.79 0.87 -2.31
H: 0.38 0.14 -2.84

Output
Gap between HOMO and LUMO = 9.651 eV
Molecular weight = 99.1 g/mol
Net charge = +1
HOMO = -0.527 Eh
SMILES string = C[C@@H]1C(=[NH2+])N1C=O

---

Which one is most stable, and which one is least stable? R is the most stable of them, while S is the least stable.

---

--- P ---
The following is a DFT calculation (the ωB97M-V functional and the def2-TZVPD basis) of one molecule with the formula C6H10O2.

Geometry (Å):
C: 0.37 0.42 1.26
C: 0.52 0.39 -0.21
C: -0.51 -0.48 0.51
C: 1.72 -0.33 -0.70
C: 0.16 1.60 -1.06
C: -1.99 -0.44 0.45
O: 0.66 0.65 2.41
O: -0.08 -2.06 0.70
H: 1.62 -0.61 -1.71
H: 1.88 -1.18 -0.14
H: 2.61 0.20 -0.60
H: 0.74 2.43 -0.77
H: -0.87 1.99 -0.92
H: 0.50 1.32 -2.09
H: -2.23 -0.31 1.47
H: -2.28 -1.55 0.12
H: -2.24 0.35 -0.25
H: -0.58 -2.41 1.52

Output
Gap between HOMO and LUMO = 9.336 eV
Molecular weight = 114.1 g/mol
Net charge = 0
HOMO = -0.324 Eh
SMILES string = CC1(C)C(=O)[C@]1(C)O

---

--- Q ---
The following is a DFT calculation (the ωB97M-V functional and the def2-TZVPD basis) of one molecule with the formula C6H10O2.

Geometry (Å):
C: -2.64 -0.95 0.54
C: -0.70 -0.08 -0.23
C: 0.59 0.20 -0.38
C: 1.54 -1.54 1.01
C: 0.91 1.28 -1.24
C: 0.49 2.59 -1.02
H: -2.95 -1.60 1.40
H: -2.71 -1.51 -0.45
H: -3.27 -0.10 0.44
H: -1.46 0.08 -1.02
H: 0.81 -2.36 0.69
H: 2.57 -1.87 1.09
H: 1.26 -1.17 1.96
H: 1.46 1.01 -2.10
H: 0.34 3.27 -1.87
H: 0.20 2.84 0.00
O: -1.38 -0.49 0.84
O: 1.71 -0.45 0.13

Output
Gap between HOMO and LUMO = 8.492 eV
Molecular weight = 114.1 g/mol
Net charge = 0
HOMO = -0.285 Eh
SMILES string = C=C/C(=C/OC)OC

---

--- R ---
The following is a DFT calculation (the ωB97M-V functional and the def2-TZVPD basis) of one molecule with the formula C6H10O2.

Geometry (Å):
C: -1.17 -0.73 -2.07
C: -1.15 -0.02 -0.74
C: -0.09 0.95 -0.21
C: 1.44 0.81 1.36
C: 0.29 -0.25 1.78
C: -0.17 -0.52 0.33
H: -2.01 -1.43 -2.02
H: -1.37 0.03 -2.86
H: -0.31 -1.34 -2.32
H: -2.10 0.50 -0.46
H: -0.65 1.64 0.41
H: 2.44 0.44 1.44
H: 1.24 1.69 1.90
H: 0.50 -1.19 2.35
H: -0.54 0.31 2.29
H: 1.47 -0.77 -0.86
O: 1.33 1.17 -0.03
O: 0.85 -1.29 -0.29

Output
Gap between HOMO and LUMO = 9.483 eV
Molecular weight = 114.1 g/mol
Net charge = 0
HOMO = -0.316 Eh
SMILES string = C[C@@H]1[C@@H]2OCC[C@@]12O

---

Which one is most stable, and which one is least stable? P is the most stable of them, while R is the least stable.

---

--- P ---
The following is a DFT calculation (the ωB97M-V functional and the def2-TZVPD basis) of an isolated ion of composition C2H2NO4 and charge -1.

Geometry (Å):
C: -0.13 1.59 0.15
C: 2.06 0.17 -0.05
N: 0.66 0.31 -0.81
O: 2.35 -0.99 0.24
O: 0.08 2.69 -0.23
O: 2.62 1.24 0.10
O: -0.03 -0.90 -0.57
H: -0.96 1.30 0.80
H: 0.79 -1.49 -0.39

Output
Gap between HOMO and LUMO = 8.201 eV
Molecular weight = 104.0 g/mol
Net charge = -1
HOMO = -0.150 Eh
SMILES string = O=CN(O)C(=O)[O-]

---

--- Q ---
The following is a DFT calculation (the ωB97M-V functional and the def2-TZVPD basis) of an isolated ion of composition C2H2NO4 and charge -1.

Geometry (Å):
C: 0.15 0.08 1.03
C: -0.56 -1.08 0.77
N: 0.34 -0.06 3.40
O: 0.82 0.58 4.36
O: 0.58 0.59 2.23
O: -1.00 -1.93 1.53
O: -0.81 -1.27 -0.62
H: 0.46 0.75 0.24
H: -0.42 -0.54 -1.11

Output
Gap between HOMO and LUMO (alpha / beta) = 6.585 / 6.584 eV
Molecular weight = 104.0 g/mol
Net charge = -1
HOMO (alpha / beta) = -0.096 / -0.096 Eh
SMILES string = O=NO/C=C(\[O-])O

---

Which one is most stable, and which one is least stable? P is the most stable of them, while Q is the least stable.

---

--- P ---
The following is a DFT calculation (the ωB97M-V functional and the def2-TZVPD basis) of a 2-piece molecular cluster, C5H7NO3 overall.

Geometry (Å):
C: -2.42 -1.01 0.33
C: -0.34 0.15 -0.87
C: -1.12 1.36 -0.46
C: -0.64 2.08 0.80
C: 0.84 -1.77 -0.77
N: 0.37 -0.56 -0.15
O: -2.16 -2.03 -0.13
O: -2.00 1.74 -1.17
O: -2.81 -0.05 0.84
H: -0.36 -0.08 -1.96
H: 0.25 1.61 1.19
H: -1.40 2.01 1.57
H: -0.47 3.14 0.59
H: 0.78 -2.56 0.06
H: 0.24 -2.26 -1.57
H: 1.82 -1.76 -1.18

Output
Gap between HOMO and LUMO = 9.915 eV
Molecular weight = 129.1 g/mol
Net charge = 0
HOMO = -0.363 Eh
SMILES string = C/N=C/C(C)=O.O=C=O

---

--- Q ---
The following is a DFT calculation (the ωB97M-V functional and the def2-TZVPD basis) of one molecule with the formula C5H7NO3.

Geometry (Å):
C: 1.09 -1.66 -0.40
C: 0.58 1.55 0.42
C: -0.86 -0.26 -0.73
C: -0.48 0.53 0.45
C: -1.16 0.32 1.58
O: -0.01 -1.19 -1.20
O: 0.93 1.90 -0.83
N: -1.99 -0.14 -1.33
O: 1.11 2.07 1.38
H: 1.58 2.62 -0.71
H: -1.97 -0.82 -2.11
H: 0.74 -1.96 0.59
H: 1.51 -2.54 -0.89
H: 1.86 -0.89 -0.34
H: -0.94 0.88 2.49
H: -1.97 -0.40 1.63

Output
Gap between HOMO and LUMO = 9.937 eV
Molecular weight = 129.1 g/mol
Net charge = 0
HOMO = -0.364 Eh
SMILES string = [H]/N=C(\OC)C(=C)C(=O)O

---

--- R ---
The following is a DFT calculation (the ωB97M-V functional and the def2-TZVPD basis) of one molecule with the formula C5H7NO3.

Geometry (Å):
O: -1.59 2.76 0.10
C: -1.65 1.62 -0.35
C: -0.74 0.55 -0.04
C: -1.17 -0.73 -0.30
N: -0.40 -1.82 -0.23
C: 1.71 -0.02 -0.18
O: 2.15 0.10 -1.30
C: 0.64 0.85 0.45
H: -2.48 1.35 -1.05
H: -2.16 -0.88 -0.73
H: -0.62 -2.64 -0.78
H: 0.89 1.90 0.23
H: 0.72 0.74 1.55
H: 0.42 -1.93 0.42
O: 2.29 -0.97 0.65
H: 1.97 -0.89 1.56

Output
Gap between HOMO and LUMO = 9.176 eV
Molecular weight = 129.1 g/mol
Net charge = 0
HOMO = -0.327 Eh
SMILES string = N/C=C(/C=O)CC(=O)O

---

Which one is most stable, and which one is least stable? R is the most stable of them, while Q is the least stable.